This record from the Open Molecules 2025 dataset describes a 3-piece molecular cluster, C34H71B3N2O7 overall in a non-equilibrium geometry. The level of theory is the ωB97M-V functional and the def2-TZVPD basis.

Properties
E_tot (eV): -55744.301
Charge: 0
Multiplicity: 3
HOMO-LUMO gap (spin up / spin down) (eV): 9.34 / 9.04

Each line ends with the Mulliken spin population.
CARTESIAN COORDINATES (ANGSTROEM)
1 C -2.443 -3.330 0.935  0.00
2 O -1.683 -2.646 1.998  0.00
3 C -0.232 -2.887 1.880  0.00
4 C 0.607 -1.552 1.327  0.00
5 C -0.300 -0.668 0.241  0.00
6 C -1.138 0.500 1.030  0.00
7 C -2.221 1.321 0.114  0.00
8 C -1.650 1.722 -1.400  0.00
9 C -2.641 1.096 -2.573  0.00
10 C -2.028 -0.217 -3.338  0.00
11 C -2.846 -1.616 -3.089  0.00
12 C -4.474 -1.507 -3.247  0.00
13 B -5.282 -2.938 -3.181  0.00
14 O -4.737 -4.277 -3.478  0.00
15 B -4.954 -5.034 -2.195  0.00
16 O -6.276 -5.038 -1.474  0.00
17 B -6.647 -3.594 -1.398  0.00
18 C -6.926 -2.749 -0.015  0.00
19 C -8.454 -2.180 0.156  0.00
20 C -8.769 -0.796 -0.685  0.00
21 C -10.159 -0.161 -0.082  0.00
22 O -10.092 0.239 1.332  0.00
23 C -8.906 1.059 1.628  0.00
24 O -6.715 -2.888 -2.727  0.00
25 H -3.138 -4.173 1.417  0.00
26 H -1.763 -3.784 0.077  0.00
27 H -3.100 -2.491 0.400  0.00
28 H 0.046 -3.871 1.290  0.00
29 H 0.172 -3.059 2.986  0.00
30 H 1.526 -1.951 0.707  0.00
31 H 0.941 -0.846 2.207  0.00
32 H 0.493 -0.126 -0.449  0.00
33 H -0.945 -1.357 -0.457  0.00
34 H -1.755 -0.027 1.898  0.00
35 H -0.436 1.280 1.562  0.00
36 H -2.484 2.314 0.722  0.00
37 H -3.255 0.727 0.059  0.00
38 H -0.518 1.462 -1.552  0.00
39 H -1.798 2.904 -1.471  0.00
40 H -3.685 0.940 -2.068  0.00
41 H -2.801 1.946 -3.396  0.00
42 H -1.840 0.036 -4.486  0.00
43 H -0.937 -0.385 -2.886  0.00
44 H -2.575 -2.157 -2.064  0.00
45 H -2.472 -2.372 -3.933  0.00
46 H -4.908 -0.841 -2.358  0.00
47 H -4.753 -0.907 -4.236  0.00
48 H -4.075 -5.631 -1.648  0.00
49 H -6.534 -3.363 0.922  0.00
50 H -6.219 -1.788 -0.065  0.00
51 H -8.600 -1.906 1.304  0.00
52 H -9.245 -3.048 -0.062  0.00
53 H -8.996 -1.090 -1.815  0.00
54 H -7.873 -0.038 -0.722  0.00
55 H -10.976 -1.029 -0.142  0.00
56 H -10.592 0.742 -0.724  0.00
57 H -9.055 1.500 2.720  0.00
58 H -7.896 0.456 1.663  0.00
59 H -8.874 1.964 0.878  0.00
60 C 2.784 5.394 -4.326  0.01
61 C 3.463 5.652 -2.956  0.03
62 C 4.872 5.002 -2.918  0.02
63 C 4.839 3.488 -2.758  -0.02
64 C 4.005 3.089 -1.544  0.02
65 C 2.575 3.688 -1.571  0.01
66 N 2.568 5.168 -1.851  0.26
67 O 2.972 5.822 -0.670  0.65
68 C 1.726 2.928 -2.628  0.04
69 C 1.859 3.333 -0.224  -0.01
70 C 3.658 7.206 -2.959  -0.01
71 H 2.653 4.344 -4.573  0.00
72 H 1.800 5.875 -4.372  -0.01
73 H 3.387 5.806 -5.145  0.00
74 H 5.452 5.422 -2.086  0.00
75 H 5.430 5.253 -3.830  0.00
76 H 4.449 3.020 -3.668  0.00
77 H 5.861 3.112 -2.635  0.00
78 H 3.956 1.995 -1.490  0.00
79 H 4.531 3.415 -0.636  0.00
80 H 0.800 3.467 -2.856  -0.02
81 H 1.436 1.934 -2.264  0.00
82 H 2.258 2.734 -3.558  0.00
83 H 2.396 3.704 0.657  0.00
84 H 1.782 2.246 -0.094  0.00
85 H 0.842 3.738 -0.202  -0.01
86 H 2.691 7.728 -2.965  0.00
87 H 4.208 7.529 -3.854  0.00
88 H 4.237 7.563 -2.101  0.00
89 C 4.789 -4.006 4.446  0.01
90 C 4.607 -3.169 3.153  0.03
91 C 5.866 -3.285 2.252  0.02
92 C 7.053 -2.475 2.758  -0.02
93 C 6.658 -1.019 2.987  0.02
94 C 5.428 -0.866 3.917  0.03
95 N 4.276 -1.749 3.513  0.29
96 O 3.672 -1.162 2.384  0.64
97 C 5.858 -1.165 5.380  0.02
98 C 5.028 0.647 3.972  -0.01
99 C 3.436 -3.913 2.426  -0.03
100 H 5.640 -3.713 5.055  0.00
101 H 3.892 -3.953 5.074  -0.01
102 H 4.958 -5.063 4.207  0.00
103 H 5.628 -2.944 1.235  0.00
104 H 6.167 -4.336 2.153  0.00
105 H 7.448 -2.920 3.678  0.00
106 H 7.865 -2.521 2.024  0.00
107 H 7.517 -0.478 3.403  0.00
108 H 6.451 -0.556 2.012  0.00
109 H 4.987 -1.310 6.029  -0.01
110 H 6.435 -0.333 5.803  0.00
111 H 6.514 -2.029 5.475  0.00
112 H 4.795 1.064 2.984  0.00
113 H 5.847 1.257 4.371  0.00
114 H 4.160 0.800 4.622  0.00
115 H 2.505 -3.850 3.007  0.01
116 H 3.669 -4.980 2.299  0.00
117 H 3.242 -3.522 1.423  0.00


This record from the Open Molecules 2025 dataset describes an isolated ion of composition C6H9N2O2 and charge +1 in a non-equilibrium geometry. The level of theory is the ωB97M-V functional and the def2-TZVPD basis.

Properties
ΔE to the lowest compared entry with this formula, charge and spin (eV): 3.466
E_tot (eV): -13433.578
Charge: +1
HOMO-LUMO gap (eV): 9.91

Each line ends with the Mulliken charge.
CARTESIAN COORDINATES (ANGSTROEM)
1 C 1.724 1.858 -0.039  -0.20
2 N 0.875 0.969 0.118  0.08
3 C -0.619 0.958 -0.219  0.26
4 O -1.136 1.890 -0.734  -0.45
5 C -1.183 -0.379 0.190  0.46
6 C -2.696 -0.337 -0.041  -1.12
7 C -0.347 -1.540 -0.130  -0.31
8 N 0.900 -1.627 -0.107  -0.45
9 C 1.611 -0.641 0.374  0.13
10 O 2.820 -0.477 -0.189  -0.50
11 H 2.786 1.680 0.172  0.32
12 H 1.405 2.877 -0.519  0.27
13 H -0.862 -0.307 1.276  0.31
14 H -3.128 -1.229 -0.506  0.36
15 H -2.854 0.664 -0.542  0.33
16 H -3.240 -0.345 0.948  0.30
17 H -0.829 -2.475 -0.439  0.41
18 H 1.670 -0.592 1.427  0.44
19 H 3.103 -0.948 -1.041  0.38


This record from the Open Molecules 2025 dataset describes one molecule with the formula C25H20N2O3. The level of theory is the ωB97M-V functional and the def2-TZVPD basis.

Properties
ΔE to the lowest compared entry with this formula, charge and spin (eV): 0.000
E_tot (eV): -35374.316
Charge: 0
HOMO-LUMO gap (eV): 8.37

Each line ends with the Mulliken charge.
CARTESIAN COORDINATES (ANGSTROEM)
1 C 4.727 0.054 2.434  -1.54
2 C 3.294 0.490 2.490  0.64
3 C 2.661 0.693 3.710  -0.79
4 C 1.346 1.117 3.758  -0.81
5 C 0.618 1.360 2.601  0.75
6 C -0.807 1.809 2.685  -1.34
7 C 1.248 1.154 1.370  0.28
8 C 0.548 1.380 0.094  0.57
9 C 0.640 0.404 -0.927  0.02
10 C -0.019 0.600 -2.113  -0.01
11 C 0.069 -0.439 -3.182  -0.37
12 O 0.534 -0.234 -4.282  -0.65
13 N -0.346 -1.692 -2.825  -0.05
14 C -0.974 -2.117 -1.651  0.25
15 C -1.917 -1.329 -0.993  -0.10
16 C -2.504 -1.777 0.177  -0.73
17 C -2.183 -3.019 0.693  -0.61
18 C -1.274 -3.829 0.018  0.19
19 C -0.970 -5.167 0.574  0.42
20 O -1.449 -5.613 1.586  -0.58
21 O -0.092 -5.865 -0.165  -0.45
22 C -0.671 -3.379 -1.150  -0.65
23 C -0.737 1.807 -2.313  1.11
24 C -1.427 2.124 -3.499  -0.80
25 C -2.116 3.302 -3.599  -0.75
26 C -2.154 4.202 -2.523  -0.56
27 C -1.500 3.920 -1.356  -0.48
28 C -0.774 2.718 -1.220  -0.04
29 N -0.152 2.477 -0.053  -0.51
30 C 2.569 0.718 1.331  -0.60
31 H 5.382 0.906 2.618  0.30
32 H 4.972 -0.358 1.458  0.36
33 H 4.932 -0.695 3.196  0.38
34 H 3.203 0.518 4.628  0.41
35 H 0.872 1.264 4.718  0.36
36 H -1.442 1.197 2.047  0.21
37 H -0.893 2.837 2.341  0.27
38 H -1.169 1.746 3.709  0.42
39 H 1.201 -0.501 -0.747  0.63
40 H -0.092 -2.418 -3.486  0.29
41 H -2.202 -0.373 -1.404  0.57
42 H -3.227 -1.154 0.680  0.47
43 H -2.632 -3.385 1.603  0.47
44 H 0.065 -6.729 0.247  0.35
45 H 0.037 -4.012 -1.664  0.47
46 H -1.385 1.436 -4.329  0.42
47 H -2.637 3.547 -4.513  0.41
48 H -2.707 5.125 -2.626  0.40
49 H -1.514 4.599 -0.518  0.48
50 H 3.049 0.580 0.372  0.53


This record from the Open Molecules 2025 dataset describes an isolated ion of composition NO4S2 and charge -1 in a non-equilibrium geometry. The level of theory is the ωB97M-V functional and the def2-TZVPD basis.

Properties
ΔE to the lowest compared entry with this formula, charge and spin (eV): 1.971
E_tot (eV): -31349.484
Charge: -1
HOMO-LUMO gap (eV): 8.48

Each line ends with the Mulliken charge.
CARTESIAN COORDINATES (ANGSTROEM)
1 O 0.490 1.068 1.578  -0.54
2 N 0.683 0.669 0.445  0.78
3 O 1.722 0.740 -0.183  -0.51
4 S -0.583 -0.359 -0.370  0.88
5 O -1.869 0.143 0.207  -0.59
6 O -0.387 -0.102 -1.795  -0.57
7 S -0.056 -2.160 0.117  -0.44


This record from the Open Molecules 2025 dataset describes C39H66ClIrN6O3P2 as an isolated structure. The level of theory is the ωB97M-V functional and the def2-TZVPD basis.

Properties
ΔE to the lowest compared entry with this formula, charge and spin (eV): 0.000
E_tot (eV): -90515.641
Charge: +3
Multiplicity: 6
HOMO-LUMO gap (spin up / spin down) (eV): 8.42 / 5.76

Each line ends with the Mulliken spin population.
CARTESIAN COORDINATES (ANGSTROEM)
1 Ir -0.124 -0.272 0.699  1.88
2 C -3.918 -0.157 1.517  0.01
3 C -2.950 0.548 2.469  -0.02
4 C -3.699 1.400 3.487  0.01
5 P -1.641 1.353 1.458  0.51
6 C -0.821 2.673 2.433  -0.09
7 C -0.069 2.045 3.604  -0.01
8 C 0.086 3.500 1.524  0.05
9 C -2.581 2.306 0.204  0.19
10 C -3.437 3.295 0.642  0.03
11 C -4.239 4.060 -0.222  0.15
12 C -5.164 5.104 0.304  -0.01
13 C -4.157 3.810 -1.606  -0.02
14 C -3.306 2.860 -2.089  0.21
15 C -2.478 2.092 -1.206  -0.01
16 N -1.628 1.224 -1.710  0.77
17 C -1.138 1.035 -2.935  0.08
18 C -1.536 -0.116 -3.700  0.11
19 C -2.564 -1.064 -3.169  0.01
20 C -0.968 -0.290 -4.937  0.03
21 C -0.024 0.611 -5.455  0.13
22 C 0.564 0.408 -6.806  0.00
23 C 0.335 1.748 -4.697  0.06
24 C -0.190 1.986 -3.460  0.12
25 C 0.144 3.214 -2.672  0.01
26 H -4.533 -0.854 2.087  0.00
27 H -3.385 -0.729 0.751  0.00
28 H -4.574 0.560 1.019  0.00
29 H -2.385 -0.226 2.998  0.04
30 H -4.368 2.118 3.012  0.00
31 H -3.042 1.938 4.172  0.00
32 H -4.332 0.741 4.084  0.00
33 H -1.612 3.317 2.826  0.00
34 H 0.657 1.311 3.253  0.02
35 H -0.742 1.541 4.300  0.01
36 H 0.461 2.822 4.157  0.00
37 H 0.788 2.865 0.979  -0.03
38 H 0.666 4.206 2.121  0.00
39 H -0.487 4.076 0.796  0.00
40 H -3.511 3.512 1.700  0.00
41 H -5.048 5.251 1.376  0.00
42 H -6.200 4.822 0.104  0.02
43 H -4.995 6.057 -0.200  0.02
44 H -4.772 4.383 -2.289  0.01
45 H -3.231 2.668 -3.152  0.00
46 H -3.101 -0.652 -2.317  -0.01
47 H -2.089 -1.990 -2.840  0.01
48 H -3.281 -1.315 -3.951  0.01
49 H -1.272 -1.134 -5.546  0.01
50 H 0.431 -0.611 -7.163  0.00
51 H 1.624 0.664 -6.812  0.01
52 H 0.074 1.080 -7.519  0.02
53 H 1.045 2.449 -5.120  0.01
54 H 1.040 3.690 -3.065  0.00
55 H 0.298 2.983 -1.617  -0.01
56 H -0.669 3.942 -2.737  0.00
57 N -0.661 -2.572 6.160  0.00
58 C -1.671 -3.525 5.574  0.00
59 P -1.949 -2.916 3.837  0.01
60 O -3.348 -2.435 3.679  0.00
61 O -0.749 -2.035 3.626  0.05
62 C -1.885 -4.428 2.758  0.00
63 N -2.909 -4.182 1.699  0.00
64 H -1.094 -1.895 6.785  0.00
65 H -0.264 -2.073 5.322  0.00
66 H 0.076 -3.045 6.678  0.00
67 H -2.588 -3.501 6.157  0.00
68 H -1.255 -4.529 5.606  0.00
69 H -2.183 -5.316 3.316  0.00
70 H -0.920 -4.594 2.285  0.00
71 H -3.665 -3.636 2.156  0.00
72 H -3.265 -5.035 1.275  0.00
73 H -2.490 -3.579 0.972  -0.01
74 C 3.458 0.605 4.149  0.00
75 N 2.966 0.266 2.823  0.00
76 C 3.175 1.285 1.806  0.01
77 C 2.540 -0.976 2.483  0.04
78 N 1.685 -1.139 1.495  0.16
79 N 3.013 -2.030 3.202  0.01
80 C 4.440 -2.144 3.512  0.00
81 C 2.320 -3.307 3.141  0.01
82 H 3.008 1.551 4.455  0.00
83 H 4.543 0.726 4.175  0.00
84 H 3.174 -0.165 4.862  0.00
85 H 4.219 1.294 1.481  0.00
86 H 2.940 2.264 2.223  0.00
87 H 2.539 1.102 0.944  0.04
88 H 1.627 -2.111 1.215  0.00
89 H 4.971 -1.242 3.229  0.00
90 H 4.865 -2.976 2.947  0.00
91 H 4.596 -2.332 4.575  0.00
92 H 2.641 -3.909 2.284  0.00
93 H 1.246 -3.136 3.095  -0.01
94 H 2.560 -3.871 4.043  0.00
95 C 5.158 -0.968 -6.302  0.00
96 C 4.191 -0.922 -5.160  0.00
97 C 4.172 0.155 -4.278  0.00
98 C 3.284 0.217 -3.216  0.00
99 C 3.374 1.386 -2.279  0.00
100 C 2.366 -0.850 -3.038  0.02
101 C 1.376 -0.872 -1.997  0.01
102 O 1.138 0.032 -1.179  0.17
103 C 2.388 -1.964 -3.916  -0.01
104 C 1.476 -3.152 -3.747  0.00
105 C 3.293 -1.972 -4.958  0.00
106 H 5.849 -0.129 -6.279  0.00
107 H 4.623 -0.948 -7.254  0.00
108 H 5.733 -1.894 -6.279  0.00
109 H 4.882 0.961 -4.417  0.00
110 H 4.137 2.083 -2.621  0.00
111 H 3.641 1.045 -1.278  0.01
112 H 2.427 1.912 -2.185  0.00
113 H 0.763 -1.779 -1.933  -0.01
114 H 0.418 -2.878 -3.827  0.00
115 H 1.618 -3.640 -2.781  0.00
116 H 1.685 -3.889 -4.519  0.00
117 H 3.320 -2.823 -5.628  0.00
118 Cl -0.968 -2.427 -0.039  0.16